## w
DFT (wB97M-V/def2-TZVPD) results for a cluster of 2 separate species, C4H12 in total.

Structure (ORCA input):
```
! wB97M-V def2-TZVPD RIJCOSX def2/J DEFGRID3
* xyz 0 1
H 0.63987 1.39888 3.26806
C 0.48055 -0.74646 2.71434
H -0.72032 0.93764 2.20533
H 1.55379 -0.95381 2.82295
C 0.33621 0.74937 2.44421
H -1.12294 -1.30333 -2.96250
C -0.31931 -0.57276 -3.02370
H -0.55541 0.19116 -1.14488
H -1.55570 1.01770 -2.28645
H 0.86521 1.06319 1.54738
C -0.53654 0.66452 -2.12760
H 0.24314 1.41021 -2.18570
H 0.52778 -1.13307 -2.62760
H 0.23712 -1.25268 1.79291
H 0.05766 -1.10872 3.64236
H -0.13111 -0.36185 -4.07912
*
```

For the HOMO-LUMO gap, the calculation gives 12.60 eV.

natural (NBO) charges in e: H 0.2027; C -0.6108; H 0.1973; H 0.1960; C -0.6038; H 0.2024; C -0.6028; H 0.1999; H 0.2039; H 0.2030; C -0.6086; H 0.2092; H 0.1965; H 0.2056; H 0.2101; H 0.1996



## x
DFT (wB97M-V/def2-TZVPD) results for a cluster of 2 separate species, C4H12 in total.

Structure (ORCA input):
```
! wB97M-V def2-TZVPD RIJCOSX def2/J DEFGRID3
* xyz 0 1
H -3.18414 -0.78589 0.55276
H 1.91231 1.27517 0.19037
C 2.04260 0.28989 0.64259
H -1.12978 0.55078 -1.17089
H -3.57722 0.91620 0.18767
C 2.35640 -0.79018 -0.39893
H -1.29500 1.31274 0.49814
H 2.87418 -1.61697 0.08479
H -0.83938 -0.34808 0.27880
H 1.20274 -0.04438 1.24624
H 2.90849 0.47907 1.28029
C -2.94995 0.06463 -0.08716
C -1.45512 0.44544 -0.14067
H -3.30072 -0.19325 -1.08771
H 2.98106 -0.38923 -1.20118
H 1.45354 -1.16593 -0.87511
*
```

For the HOMO-LUMO gap, the calculation gives 12.90 eV.

natural (NBO) charges in e: H 0.2055; H 0.2047; C -0.6088; H 0.2083; H 0.2032; C -0.6060; H 0.2081; H 0.2023; H 0.2011; H 0.2041; H 0.2013; C -0.6137; C -0.6145; H 0.2016; H 0.2018; H 0.2009



Bottom line: x, by a margin of 0.104 eV.



## w
DFT (wB97M-V/def2-TZVPD) results for a cluster of 2 separate species, C4H12 in total.

Structure (ORCA input):
```
! wB97M-V def2-TZVPD RIJCOSX def2/J DEFGRID3
* xyz 0 1
C 1.20391 1.16853 -0.00306
H 2.80828 -0.32533 0.65206
H -2.18797 -1.43781 -1.56540
C 2.65195 0.79401 0.39909
H 0.68046 0.88261 0.90135
H -0.60416 -1.42355 -0.83629
H -1.34537 0.04856 -1.34070
H 3.21658 0.66794 -0.53396
H 1.01308 2.29330 -0.09549
H -2.68138 -1.94870 0.55527
H -3.16486 -0.39036 0.59936
H -1.52575 -0.66058 1.30616
H 2.96599 1.58317 1.13588
C -2.24855 -0.99023 0.43319
C -1.57367 -0.88710 -0.80276
H 0.79144 0.62552 -0.80471
*
```

For the HOMO-LUMO gap, the calculation gives 12.14 eV.

natural (NBO) charges in e: C -0.6093; H 0.2089; H 0.1976; C -0.6286; H 0.1978; H 0.2039; H 0.2116; H 0.2044; H 0.2037; H 0.2117; H 0.2082; H 0.1952; H 0.2188; C -0.6108; C -0.6169; H 0.2037



## x
DFT (wB97M-V/def2-TZVPD) results for a cluster of 2 separate species, C4H12 in total.

Structure (ORCA input):
```
! wB97M-V def2-TZVPD RIJCOSX def2/J DEFGRID3
* xyz 0 1
H 0.87660 2.56256 -1.49648
H 0.14785 -0.50544 0.92797
H 1.79242 -0.52254 -1.06269
H 1.91720 0.92596 0.09272
H -1.37653 0.50448 0.93412
H -0.63468 -0.17781 2.43490
H 2.72903 1.01790 -1.41836
H -0.32348 1.13906 -1.19635
C -1.69251 -1.67566 1.23123
C 0.66269 1.38089 -1.58448
H -2.79678 -1.46861 1.22938
H -1.47663 -2.26126 0.29732
H 0.61403 1.27467 -2.69345
C -0.87969 -0.45547 1.37132
C 1.84439 0.68125 -0.95023
H -1.40391 -2.41999 1.88310
*
```

For the HOMO-LUMO gap, the calculation gives 12.41 eV.

natural (NBO) charges in e: H 0.1935; H 0.2107; H 0.1919; H 0.2042; H 0.2025; H 0.2051; H 0.2058; H 0.2100; C -0.6216; C -0.6066; H 0.2097; H 0.2028; H 0.2044; C -0.6179; C -0.6028; H 0.2083



## y
DFT (wB97M-V/def2-TZVPD) results for a cluster of 2 separate species, C4H12 in total.

Structure (ORCA input):
```
! wB97M-V def2-TZVPD RIJCOSX def2/J DEFGRID3
* xyz 0 1
C -0.24092 -1.18877 2.04109
H 1.10629 1.12752 -2.94781
H 0.66609 0.65996 1.34603
H 0.81587 -0.54870 -3.11182
H -0.98329 0.77180 1.62175
H -0.49859 0.69037 -3.41446
H 0.87191 -1.60100 2.26200
H -0.64370 -1.62963 1.21820
H 0.72519 0.34668 -0.63475
H 0.19814 0.62907 3.00194
H -0.80333 -1.59932 2.89862
H -0.84529 -0.33115 -1.14632
C -0.10511 0.28345 2.00434
C 0.36199 0.42125 -2.73400
C -0.06101 0.52752 -1.33826
H -0.56424 1.44095 -1.06654
*
```

For the HOMO-LUMO gap, the calculation gives 12.26 eV.

natural (NBO) charges in e: C -0.5889; H 0.1990; H 0.2016; H 0.2071; H 0.2018; H 0.2002; H 0.1872; H 0.2002; H 0.2021; H 0.2052; H 0.2044; H 0.1901; C -0.6105; C -0.6075; C -0.6009; H 0.2090



## z
DFT (wB97M-V/def2-TZVPD) results for a cluster of 2 separate species, C4H12 in total.

Structure (ORCA input):
```
! wB97M-V def2-TZVPD RIJCOSX def2/J DEFGRID3
* xyz 0 1
H -1.72979 -3.38215 0.30668
H 2.47814 2.01502 1.37193
H -1.64642 -1.67719 -1.79806
H -2.72266 -1.28012 -0.52398
C 1.96181 2.45022 0.52024
H -0.67795 -2.21992 1.08877
H 0.51540 1.72115 -0.94932
H -0.22282 -3.05097 -0.36832
H -1.09860 -0.52159 -0.67392
C -1.66716 -1.45048 -0.72574
C -1.06101 -2.54350 0.12278
H -0.06194 1.80808 0.73439
H 1.60038 3.41822 0.89161
H 1.04411 0.50716 0.23260
C 0.77824 1.55165 0.09091
H 2.59518 2.74673 -0.31349
*
```

For the HOMO-LUMO gap, the calculation gives 12.76 eV.

natural (NBO) charges in e: H 0.2044; H 0.2051; H 0.2032; H 0.2056; C -0.6102; H 0.2046; H 0.2048; H 0.2031; H 0.2087; C -0.6150; C -0.6144; H 0.2052; H 0.1988; H 0.2031; C -0.6126; H 0.2055



Bottom line: z, by a margin of 0.584 eV.



## w
DFT (wB97M-V/def2-TZVPD) results for a cluster of 2 separate species, C4H12 in total.

Structure (ORCA input):
```
! wB97M-V def2-TZVPD RIJCOSX def2/J DEFGRID3
* xyz 0 1
H -0.46994 -0.01756 -2.60229
H 0.95058 -2.41372 1.91789
H -0.67521 1.96073 -0.27516
C 0.65079 -0.25028 1.64278
H -0.17236 0.36932 1.30721
H 0.81865 1.35445 -0.95457
H -1.96643 0.53436 -1.92456
H -0.80922 -0.51705 -1.01815
C 0.49717 -1.70845 1.22011
C -0.20701 1.60179 -1.20007
H -0.35742 2.44546 -1.87104
C -0.92228 0.34414 -1.67385
H 0.78966 -0.16001 2.71283
H -0.53886 -1.97175 1.00317
H 1.00232 -1.95532 0.29356
H 1.57911 0.15118 1.22824
*
```

For the HOMO-LUMO gap, the calculation gives 12.71 eV.

natural (NBO) charges in e: H 0.1989; H 0.2078; H 0.1965; C -0.6150; H 0.2088; H 0.2070; H 0.2031; H 0.2047; C -0.6187; C -0.6088; H 0.2081; C -0.6089; H 0.2073; H 0.2048; H 0.2024; H 0.2022



## x
DFT (wB97M-V/def2-TZVPD) results for a cluster of 2 separate species, C4H12 in total.

Structure (ORCA input):
```
! wB97M-V def2-TZVPD RIJCOSX def2/J DEFGRID3
* xyz 0 1
H -1.42652 -2.14725 2.07781
H 0.17042 -2.43256 2.67137
C 0.05430 -1.57287 0.66301
H 0.97227 -1.97098 0.22562
C -0.44178 -2.51630 1.77681
H -0.49176 -3.56349 1.48715
H -1.18409 2.69326 -1.22875
H 0.02434 3.01838 -2.44198
C 0.68703 1.83694 -0.69913
H 1.71500 2.13695 -0.92612
H 0.34819 -0.66366 1.17814
H 0.82815 0.76179 -0.58870
H 0.47465 2.25191 0.28585
C -0.33176 2.25933 -1.74702
H -0.68342 1.43235 -2.36194
H -0.59221 -1.47503 -0.20594
*
```

For the HOMO-LUMO gap, the calculation gives 12.69 eV.

natural (NBO) charges in e: H 0.1998; H 0.2021; C -0.6144; H 0.1979; C -0.6038; H 0.2022; H 0.2054; H 0.2066; C -0.6194; H 0.2036; H 0.2076; H 0.2108; H 0.2040; C -0.6167; H 0.2061; H 0.2082



## y
DFT (wB97M-V/def2-TZVPD) results for a cluster of 2 separate species, C4H12 in total.

Structure (ORCA input):
```
! wB97M-V def2-TZVPD RIJCOSX def2/J DEFGRID3
* xyz 0 1
H 1.48581 1.27348 1.22540
H 1.41090 1.85788 -0.38291
H 0.26793 0.59272 0.08317
H 0.11712 3.58161 0.57642
H 0.44431 -1.12189 -1.64536
C 0.30106 -2.06128 -1.11284
H 0.22149 -2.84451 -1.87001
H -1.16257 2.44808 0.27773
H -0.82574 -2.82591 0.60767
H 1.19768 -2.28798 -0.53531
C 0.77016 1.48600 0.42649
H -0.82201 -1.06217 0.36208
C -0.87859 -2.02892 -0.13104
C -0.22878 2.58083 0.83392
H -0.44841 2.51916 1.89613
H -1.85037 -2.10709 -0.61154
*
```

For the HOMO-LUMO gap, the calculation gives 12.96 eV.

natural (NBO) charges in e: H 0.2039; H 0.2025; H 0.2016; H 0.2048; H 0.2031; C -0.6088; H 0.2026; H 0.2019; H 0.2043; H 0.2032; C -0.6092; H 0.1993; C -0.6047; C -0.6100; H 0.2037; H 0.2019



## z
DFT (wB97M-V/def2-TZVPD) results for a cluster of 2 separate species, C4H12 in total.

Structure (ORCA input):
```
! wB97M-V def2-TZVPD RIJCOSX def2/J DEFGRID3
* xyz 0 1
H 1.16932 -0.76016 1.29751
H 1.18733 1.98812 2.65371
C 1.68475 1.05369 2.39002
H -1.63267 -1.85010 -1.27479
H -1.06362 0.46677 -3.10013
C -0.85223 -1.31567 -1.81086
C 0.71293 0.17739 1.60425
H 2.02631 0.64092 3.33624
H 0.23139 0.67566 0.76101
H 0.13643 -1.19014 -1.36374
H -2.54918 0.01909 -2.16003
H -1.35479 0.82633 -1.41696
H 2.52981 1.21338 1.71804
C -1.45232 0.03966 -2.17769
H -0.56705 -1.97435 -2.63903
H -0.20640 -0.01057 2.18245
*
```

For the HOMO-LUMO gap, the calculation gives 12.46 eV.

natural (NBO) charges in e: H 0.2033; H 0.2019; C -0.6066; H 0.2108; H 0.2062; C -0.6233; C -0.6092; H 0.2046; H 0.2048; H 0.2100; H 0.2039; H 0.2033; H 0.2017; C -0.6168; H 0.2064; H 0.1990



Bottom line: y, by a margin of 0.056 eV.